[1]
The following is a DFT calculation (the ωB97M-V functional and the def2-TZVPD basis) of a 8-piece molecular cluster, C63H66N4O16S overall at a distorted geometry.

Calculated values
Total charge: 0
ΔE to the lowest compared entry with this formula, charge and spin: 0.800 eV
Largest force on an atom: 3.86 eV/A
2S+1: 1
SMILES: CCSC[C@@](C#N)(CCCN)[C@](C#N)(CCCCCN)CCCCOC(C)=O.O=C1C=CC(=O)C=C1.O=C1C=CC(=O)C=C1.O=C1C=CC(=O)C=C1.O=C1C=CC(=O)C=C1.O=C1C=CC(=O)C=C1.O=C1C=CC(=O)C=C1.O=C1C=CC(=O)C=C1
Kohn-Sham gap: 0.258 hartree

Cartesian coordinates (Å):
C (0.9987, -3.8373, 4.1163)
C (-0.0679, -4.9456, 4.0965)
S (-1.4211, -4.6063, 2.9144)
C (-0.6094, -4.5610, 1.3075)
C (-1.0011, -3.3589, 0.4265)
C (-0.7854, -2.1645, 1.2546)
N (-0.5331, -1.1633, 1.8031)
C (0.0081, -3.3333, -0.7239)
C (1.3917, -2.8142, -0.2814)
C (1.6850, -1.3843, -0.7970)
N (2.2320, -0.5460, 0.2978)
C (-2.5173, -3.3981, -0.0182)
C (-3.3374, -2.7482, 1.0212)
N (-4.0743, -2.2671, 1.8062)
C (-3.0073, -4.8557, -0.1244)
C (-4.3111, -5.0967, -0.8716)
C (-5.5870, -4.7367, -0.0782)
C (-6.5125, -3.7424, -0.8113)
C (-7.0867, -2.6916, 0.1412)
N (-8.3917, -2.2254, -0.3667)
C (-2.8128, -2.5911, -1.2748)
C (-2.3996, -1.1365, -1.1705)
C (-3.1383, -0.2547, -2.1579)
C (-2.6014, 1.1729, -2.1465)
O (-1.9714, 1.5268, -0.8969)
C (-2.7179, 2.3696, -0.1024)
C (-3.9831, 1.7677, 0.4380)
O (-2.3413, 3.5095, 0.1236)
H (1.0858, -3.4216, 5.1090)
H (0.7507, -3.0250, 3.4496)
H (1.9414, -4.2531, 3.7957)
H (0.3750, -5.8802, 3.7914)
H (-0.5654, -5.0560, 5.0448)
H (0.4524, -4.4543, 1.4987)
H (-0.7099, -5.4859, 0.7634)
H (0.1266, -4.3523, -1.0678)
H (-0.3030, -2.7466, -1.5739)
H (1.5568, -2.9132, 0.7799)
H (2.1025, -3.4809, -0.7547)
H (0.7602, -0.9744, -1.1869)
H (2.3921, -1.4402, -1.6104)
H (1.4245, -0.0854, 0.6928)
H (2.8407, 0.1385, -0.1287)
H (-2.2287, -5.4074, -0.6401)
H (-3.0930, -5.3197, 0.8479)
H (-4.3418, -4.6404, -1.8504)
H (-4.3513, -6.1640, -1.0474)
H (-6.1601, -5.6456, 0.0398)
H (-5.3512, -4.3976, 0.9190)
H (-7.3160, -4.2937, -1.2784)
H (-5.9708, -3.2485, -1.6130)
H (-7.2137, -3.1580, 1.1045)
H (-6.3625, -1.8870, 0.2029)
H (-8.2557, -2.0064, -1.3448)
H (-8.6133, -1.3453, 0.0792)
H (-2.2811, -3.0374, -2.1086)
H (-3.8656, -2.6156, -1.5023)
H (-1.3443, -0.9806, -1.3428)
H (-2.5783, -0.7272, -0.1888)
H (-3.0206, -0.6492, -3.1614)
H (-4.1947, -0.2147, -1.9186)
H (-1.8751, 1.3375, -2.9309)
H (-3.4059, 1.8771, -2.3243)
H (-3.7723, 0.7786, 0.8185)
H (-4.6772, 1.6872, -0.3861)
H (-4.3780, 2.3760, 1.2317)
C (-1.2446, 4.3733, -2.8450)
C (-2.0604, 5.3755, -2.5300)
C (-2.3288, 6.4692, -3.4886)
O (-3.0778, 7.3831, -3.1960)
C (-1.6601, 6.4169, -4.8103)
C (-0.8453, 5.4146, -5.1266)
C (-0.5762, 4.3114, -4.1674)
O (0.1605, 3.3937, -4.4593)
H (-1.0341, 3.5647, -2.1558)
H (-2.5595, 5.4366, -1.5714)
H (-1.8728, 7.2313, -5.4913)
H (-0.3456, 5.3523, -6.0848)
C (-0.9364, -9.5928, 3.3631)
C (-1.2553, -8.5735, 2.5698)
C (-1.0868, -8.6638, 1.0983)
O (-1.3713, -7.7332, 0.3719)
C (-0.5540, -9.9323, 0.5439)
C (-0.2363, -10.9517, 1.3368)
C (-0.4028, -10.8629, 2.8101)
O (-0.1144, -11.7916, 3.5310)
H (-1.0494, -9.5485, 4.4388)
H (-1.6460, -7.6359, 2.9514)
H (-0.4403, -9.9757, -0.5318)
H (0.1548, -11.8855, 0.9539)
C (-8.4055, 7.1337, -0.8557)
C (-7.3959, 6.2831, -0.6952)
C (-6.1483, 6.4110, -1.4890)
O (-5.2326, 5.6275, -1.3434)
C (-6.0656, 7.5260, -2.4671)
C (-7.0788, 8.3748, -2.6273)
C (-8.3271, 8.2474, -1.8352)
O (-9.2483, 9.0202, -1.9798)
H (-9.3243, 7.0586, -0.2883)
H (-7.4330, 5.4649, 0.0129)
H (-5.1473, 7.6037, -3.0342)
H (-7.0424, 9.1932, -3.3349)
C (6.2713, -3.9603, 2.0411)
C (7.3576, -3.3840, 1.5384)
C (7.2683, -2.4281, 0.4106)
O (8.2627, -1.8960, -0.0409)
C (5.9258, -2.1387, -0.1424)
C (4.8366, -2.7108, 0.3602)
C (4.9252, -3.6673, 1.4932)
O (3.9303, -4.1910, 1.9499)
H (6.3124, -4.6556, 2.8695)
H (8.3500, -3.5719, 1.9272)
H (5.8865, -1.4365, -0.9665)
H (3.8492, -2.5092, -0.0215)
C (-3.1680, 9.4059, 0.0546)
C (-2.2780, 9.3565, -0.9331)
C (-0.9846, 10.0766, -0.8348)
O (-0.1712, 10.0327, -1.7330)
C (-0.7207, 10.8524, 0.4037)
C (-1.6127, 10.9009, 1.3890)
C (-2.9077, 10.1799, 1.2926)
O (-3.7185, 10.2240, 2.1923)
H (-4.1176, 8.8872, 0.0044)
H (-2.4555, 8.7921, -1.8438)
H (0.2295, 11.3688, 0.4540)
H (-1.4422, 11.4601, 2.3001)
C (10.0360, 0.8594, -1.8208)
C (10.5643, 0.1983, -0.7944)
C (12.0022, 0.3360, -0.4526)
O (12.4888, -0.2645, 0.4808)
C (12.8260, 1.2387, -1.2969)
C (12.2953, 1.8983, -2.3225)
C (10.8568, 1.7607, -2.6652)
O (10.3747, 2.3641, -3.5994)
H (8.9906, 0.7716, -2.0878)
H (9.9794, -0.4636, -0.1718)
H (13.8715, 1.3248, -1.0293)
H (12.8768, 2.5605, -2.9512)
C (5.9096, 2.5105, 2.4792)
C (5.7176, 1.1954, 2.4268)
C (6.5901, 0.2617, 3.1795)
O (6.4136, -0.9371, 3.1248)
C (7.6828, 0.8451, 3.9946)
C (7.8758, 2.1600, 4.0472)
C (7.0039, 3.0973, 3.2941)
O (7.1782, 4.2940, 3.3433)
H (5.2857, 3.2112, 1.9391)
H (4.9245, 0.7440, 1.8424)
H (8.3060, 0.1439, 4.5348)
H (8.6674, 2.6079, 4.6338)

Löwdin population analysis, charges in e, atoms 1 to 99:
1. C -0.132
2. C -0.486
3. S 0.909
4. C -0.409
5. C -0.391
6. C -0.219
7. N 0.242
8. C -0.117
9. C -0.184
10. C -0.250
11. N 0.012
12. C -0.343
13. C -0.202
14. N 0.225
15. C -0.143
16. C -0.171
17. C -0.179
18. C -0.201
19. C -0.294
20. N -0.012
21. C -0.122
22. C -0.188
23. C -0.149
24. C -0.168
25. O -0.057
26. C -0.475
27. C 0.040
28. O 0.109
29. H 0.070
30. H 0.040
31. H 0.053
32. H 0.054
33. H 0.060
34. H 0.085
35. H 0.057
36. H 0.126
37. H 0.099
38. H 0.089
39. H 0.102
40. H 0.086
41. H 0.105
42. H 0.039
43. H 0.058
44. H 0.111
45. H 0.099
46. H 0.098
47. H 0.109
48. H 0.105
49. H 0.085
50. H 0.105
51. H 0.088
52. H 0.104
53. H 0.086
54. H 0.054
55. H 0.056
56. H 0.134
57. H 0.102
58. H 0.096
59. H 0.087
60. H 0.122
61. H 0.110
62. H 0.119
63. H 0.124
64. H 0.078
65. H 0.087
66. H 0.092
67. C 0.029
68. C 0.038
69. C -0.349
70. O 0.044
71. C 0.030
72. C 0.026
73. C -0.379
74. O 0.105
75. H 0.104
76. H 0.106
77. H 0.123
78. H 0.122
79. C 0.028
80. C 0.024
81. C -0.367
82. O 0.091
83. C 0.022
84. C 0.024
85. C -0.385
86. O 0.113
87. H 0.124
88. H 0.097
89. H 0.121
90. H 0.123
91. C 0.022
92. C 0.020
93. C -0.375
94. O 0.099
95. C 0.024
96. C 0.027
97. C -0.388
98. O 0.108
99. H 0.122

[2]
The following is a DFT calculation (the ωB97M-V functional and the def2-TZVPD basis) of C63H77AsFN6O7SSiTa as an isolated structure at a distorted geometry.

Calculated values
Total charge: +4
ΔE to the lowest compared entry with this formula, charge and spin: 0.821 eV
Largest force on an atom: 3.64 eV/A
2S+1: 1
Kohn-Sham gap: 0.173 hartree

Cartesian coordinates (Å):
Ta (0.8430, 0.4945, 0.3225)
F (-6.0996, 0.3516, -2.2560)
C (-4.9939, 0.3975, -3.0197)
C (-3.7937, 0.4480, -2.3656)
C (-2.5787, 0.4383, -3.0660)
C (-1.3093, 0.4772, -2.3656)
O (-1.2453, 0.5643, -1.1022)
C (-0.1609, 0.4324, -3.2104)
C (-0.3050, 0.3721, -4.5803)
N (-1.4721, 0.3189, -5.2088)
C (-1.4945, 0.1917, -6.6489)
C (-1.9541, -1.1014, -7.2654)
C (-0.5090, -0.7153, -7.3208)
C (-2.6434, 0.3670, -4.4776)
C (-3.8828, 0.3583, -5.1198)
C (-5.0999, 0.3654, -4.4350)
N (-6.2979, 0.3652, -5.1159)
C (-7.5705, 0.7149, -4.5107)
C (-8.4390, 1.4827, -5.5118)
N (-8.6248, 0.7128, -6.7660)
C (-7.3055, 0.3728, -7.3468)
C (-6.5043, -0.4219, -6.3171)
C (1.2421, 0.4616, -2.7024)
O (2.1790, 0.6770, -3.4296)
O (1.3780, 0.2405, -1.4131)
H (-3.7861, 0.4696, -1.2873)
H (0.5844, 0.3661, -5.1938)
H (-1.7376, 1.1254, -7.1434)
H (-2.5420, -1.0673, -8.1704)
H (-2.2233, -1.9052, -6.5964)
H (-0.0948, -0.3932, -8.2626)
H (0.1823, -1.2809, -6.7154)
H (-3.8803, 0.3742, -6.1950)
H (-7.4243, 1.3764, -3.6588)
H (-8.1002, -0.1824, -4.1648)
H (-7.9574, 2.4267, -5.7698)
H (-9.4130, 1.6976, -5.0699)
H (-9.1791, 1.2577, -7.4375)
H (-9.1490, -0.1516, -6.5746)
H (-6.7881, 1.3017, -7.5941)
H (-7.4350, -0.2115, -8.2582)
H (-5.5556, -0.7219, -6.7551)
H (-7.0548, -1.3391, -6.0566)
N (-3.4544, -3.6605, 4.6874)
C (-3.8692, -4.9189, 4.9946)
C (-4.5885, -5.4404, 6.0589)
C (-4.8291, -6.7963, 6.0394)
C (-4.3623, -7.6223, 4.9949)
C (-3.6602, -7.1230, 3.9300)
C (-3.4203, -5.7415, 3.9087)
N (-2.8049, -4.9791, 2.9908)
C (-2.8201, -3.7402, 3.4652)
C (-2.1848, -2.6713, 2.7875)
C (-1.8641, -1.4332, 3.3832)
C (-1.1224, -0.5175, 2.6862)
N (-0.7285, -0.6967, 1.4035)
C (-1.0930, -1.8564, 0.8062)
C (-1.7721, -2.8525, 1.4483)
H (-3.6364, -2.8361, 5.2384)
H (-4.9425, -4.8128, 6.8598)
H (-5.3918, -7.2469, 6.8433)
H (-4.5794, -8.6773, 5.0410)
H (-3.3041, -7.7506, 3.1307)
H (-2.1630, -1.2043, 4.3919)
H (-0.8013, 0.4063, 3.1673)
H (-0.8127, -1.9605, -0.2379)
H (-1.9999, -3.7889, 0.9646)
C (-4.4330, 3.8730, 2.6080)
C (-3.5087, 4.8513, 2.2713)
C (-2.2442, 4.4937, 1.8330)
C (-1.8862, 3.1459, 1.7203)
C (-2.8332, 2.1749, 2.0213)
C (-4.0950, 2.5378, 2.4740)
As (0.0286, 2.7663, 1.2482)
C (0.8110, 3.5097, 2.9131)
C (1.2011, 2.6256, 3.9184)
C (1.5872, 3.1125, 5.1578)
C (1.5937, 4.4764, 5.4007)
C (1.2254, 5.3600, 4.3981)
C (0.8311, 4.8843, 3.1574)
C (0.1150, 4.0952, -0.2070)
C (1.0090, 5.1595, -0.2970)
C (0.9562, 6.0119, -1.3921)
C (0.0488, 5.7858, -2.4141)
C (-0.8164, 4.7044, -2.3477)
C (-0.7965, 3.8733, -1.2425)
H (-5.4120, 4.1483, 2.9700)
H (-3.7726, 5.8928, 2.3675)
H (-1.5196, 5.2594, 1.5640)
H (-2.5943, 1.1276, 1.8930)
H (-4.8091, 1.7713, 2.7395)
H (1.2314, 1.5551, 3.7321)
H (1.8949, 2.4323, 5.9367)
H (1.8960, 4.8482, 6.3683)
H (1.2278, 6.4212, 4.5925)
H (0.5410, 5.5825, 2.3780)
H (1.7453, 5.3151, 0.4851)
H (1.6251, 6.8568, -1.4412)
H (0.0080, 6.4553, -3.2577)
H (-1.5126, 4.5164, -3.1512)
H (-1.5049, 3.0524, -1.1605)
C (4.6096, 3.6272, 0.6375)
C (4.4843, 3.6461, -0.8922)
C (3.2714, 2.7500, -1.1888)
O (2.7205, 2.3481, 0.0834)
C (3.7988, 2.4034, 1.0409)
H (4.1680, 4.5232, 1.0702)
H (5.6395, 3.5646, 0.9750)
H (5.3776, 3.2425, -1.3644)
H (4.3297, 4.6579, -1.2611)
H (3.5603, 1.8626, -1.7562)
H (2.4802, 3.2775, -1.7284)
H (4.3904, 1.4830, 0.9886)
H (3.3525, 2.4933, 2.0347)
C (4.0968, -4.8877, 2.3923)
C (2.9372, -4.0666, 1.8392)
C (1.9959, -3.6085, 2.9507)
C (2.1730, -4.8448, 0.7671)
O (3.4676, -2.9110, 1.1733)
Si (4.0523, -1.4647, 1.4866)
S (2.2076, -0.2695, 1.9902)
O (4.4140, -0.7658, 0.0866)
C (5.3373, -1.1958, -0.9661)
C (4.8892, -2.5462, -1.5101)
C (5.2922, -0.1385, -2.0642)
C (6.7432, -1.2949, -0.3927)
O (4.7581, -1.0372, 2.8280)
C (5.7996, -1.0802, 3.8354)
C (7.0310, -1.7538, 3.2536)
C (5.2675, -1.8467, 5.0426)
C (6.0852, 0.3705, 4.2144)
H (3.7285, -5.8023, 2.8485)
H (4.6384, -4.3179, 3.1418)
H (4.7883, -5.1493, 1.5953)
H (1.5702, -4.4679, 3.4587)
H (1.1852, -3.0095, 2.5315)
H (2.5384, -3.0041, 3.6739)
H (1.7009, -5.7198, 1.2041)
H (2.8505, -5.1632, -0.0211)
H (1.4032, -4.2110, 0.3299)
H (3.8482, -2.5042, -1.8231)
H (4.9963, -3.3138, -0.7497)
H (5.5012, -2.8151, -2.3662)
H (4.2878, -0.0360, -2.4667)
H (5.9463, -0.4446, -2.8752)
H (5.6436, 0.8191, -1.6889)
H (6.7827, -2.0653, 0.3716)
H (7.0482, -0.3482, 0.0470)
H (7.4451, -1.5538, -1.1817)
H (6.7860, -2.7541, 2.9051)
H (7.7991, -1.8333, 4.0153)
H (7.4270, -1.1735, 2.4255)
H (5.0440, -2.8782, 4.7857)
H (4.3697, -1.3779, 5.4392)
H (6.0259, -1.8531, 5.8197)
H (6.3948, 0.9369, 3.3405)
H (6.8842, 0.4038, 4.9485)
H (5.1988, 0.8345, 4.6408)

Löwdin population analysis, charges in e, atoms 1 to 99:
1. Ta 1.509
2. F 0.085
3. C -0.171
4. C 0.094
5. C -0.049
6. C -0.288
7. O -0.124
8. C -0.012
9. C 0.074
10. N 0.034
11. C -0.245
12. C -0.074
13. C -0.061
14. C -0.101
15. C 0.078
16. C -0.113
17. N -0.076
18. C -0.117
19. C -0.079
20. N 0.065
21. C -0.083
22. C -0.110
23. C -0.484
24. O 0.153
25. O -0.191
26. H 0.139
27. H 0.161
28. H 0.165
29. H 0.115
30. H 0.119
31. H 0.123
32. H 0.115
33. H 0.111
34. H 0.139
35. H 0.147
36. H 0.149
37. H 0.151
38. H 0.202
39. H 0.199
40. H 0.150
41. H 0.150
42. H 0.128
43. H 0.149
44. N 0.184
45. C -0.168
46. C -0.002
47. C -0.036
48. C -0.051
49. C 0.009
50. C -0.212
51. N 0.199
52. C -0.284
53. C -0.094
54. C 0.040
55. C -0.166
56. N -0.169
57. C -0.126
58. C 0.030
59. H 0.168
60. H 0.118
61. H 0.120
62. H 0.116
63. H 0.120
64. H 0.127
65. H 0.102
66. H 0.118
67. H 0.127
68. C -0.049
69. C -0.041
70. C -0.092
71. C -0.320
72. C -0.113
73. C -0.063
74. As 1.306
75. C -0.343
76. C -0.145
77. C -0.053
78. C -0.037
79. C -0.037
80. C -0.095
81. C -0.373
82. C -0.101
83. C -0.042
84. C -0.042
85. C -0.056
86. C -0.121
87. H 0.120
88. H 0.121
89. H 0.101
90. H 0.066
91. H 0.112
92. H 0.033
93. H 0.117
94. H 0.124
95. H 0.123
96. H 0.094
97. H 0.104
98. H 0.123
99. H 0.120